The following is a DFT calculation (ωB97M-V with the def2-TZVPD basis set) of C11H14IO3P in the gas phase.

The charge is 0. As for the energy: -1292.4018 hartree. Its HOMO energy is -9.105 eV. Its structure (SMILES) is O=[P@]1(Oc2ccccc2)CCC[C@H](CI)O1. The value obtained for the energy above the lowest of the compared OMol25 structures with the same formula, charge and spin is 0.00 kJ/mol. The value obtained for the frontier orbital gap is 9.54 eV. Its LUMO energy is 0.0159 Eh.

```
30
Properties=species:S:1:pos:R:3:forces:R:3
O -1.417828 -1.556524 -1.788269 0.952 0.105 1.706
P -0.501362 -1.182125 -0.663360 -2.986 -0.464 -3.193
O -1.291181 -0.168611 0.413602 1.842 -2.540 -0.478
C -1.569201 1.068987 -0.049501 -1.142 1.955 -1.586
C -2.254295 1.332003 -1.249994 -0.032 0.264 0.110
C -2.521863 2.644560 -1.649706 0.578 0.401 1.096
C -2.126171 3.699785 -0.802211 0.056 -0.074 -0.184
C -1.461323 3.431498 0.415773 -0.425 1.026 -0.079
C -1.197571 2.125023 0.752474 0.832 -1.149 0.944
C 0.968999 -0.443239 -1.431904 -0.246 -0.118 2.266
C 1.994168 -0.162015 -0.338387 0.167 0.484 -0.243
C 2.289460 -1.386079 0.492547 -0.400 -1.300 -0.657
C 1.014829 -2.009223 1.134866 1.329 -1.069 1.447
C 1.370438 -3.290169 1.940723 0.206 0.303 -0.584
I -0.279863 -3.887267 3.140854 0.047 -0.115 0.016
O 0.016254 -2.444920 0.178157 0.219 1.890 0.252
H -2.600639 0.544078 -1.877888 -0.003 -0.660 -0.191
H -3.038413 2.863090 -2.594444 0.267 -0.232 0.530
H -2.339937 4.719720 -1.144332 0.159 -0.349 0.450
H -1.190579 4.224851 1.151437 -0.221 -0.555 -0.967
H -0.657732 1.740847 1.640567 -0.356 1.030 -0.218
H 0.695577 0.412399 -2.009644 -0.249 0.558 -0.324
H 1.297451 -1.231838 -2.075753 0.193 -0.507 -0.566
H 1.603430 0.609441 0.344417 0.268 0.097 -0.360
H 2.932641 0.161420 -0.800256 -0.127 0.315 0.234
H 2.804010 -2.149836 -0.143940 -0.454 0.369 0.460
H 2.994903 -1.097284 1.256938 0.080 -0.132 0.524
H 0.584777 -1.287828 1.860845 -0.013 -0.238 -0.557
H 1.661566 -4.130418 1.294808 -0.447 0.340 -0.033
H 2.219452 -3.150327 2.601582 -0.093 0.363 0.186
```
Positions in Å, forces in eV/Å.

Here are the Löwdin charges for atoms 1 to 6, given in e: O -0.281; P 0.609; O -0.109; C -0.357; C -0.016; C -0.069

***

The following is a DFT calculation (ωB97M-V with the def2-TZVPD basis set) of 8 unconnected molecules or ions with the total composition C32H57N3O10S5.

The charge is 0. As for the energy: -4160.9950 hartree. Its HOMO energy is -8.830 eV. Its structure (SMILES) is O=S1(=O)CCCC1.O=S1(=O)CCCC1.O=S1(=O)CCCC1.O=S1(=O)CCCC1.O=S1(=O)CCCC1.c1cc[nH]c1.c1cc[nH]c1.CCCC#N. The value obtained for the energy above the lowest of the compared OMol25 structures with the same formula, charge and spin is 0.00 kJ/mol. The value obtained for the frontier orbital gap is 8.68 eV. Its LUMO energy is -0.0055 Eh.

```
107
Properties=species:S:1:pos:R:3:forces:R:3
O 16.520249 29.631458 -25.789693 0.122 -0.146 -0.546
S 17.175337 28.715745 -24.892518 -0.493 0.488 0.928
O 17.915133 27.577710 -25.349585 0.227 -0.322 -0.426
C 18.186715 29.700030 -23.771918 -0.085 -0.634 0.058
C 17.364061 29.811446 -22.483755 0.059 0.537 -0.887
C 16.560984 28.506128 -22.302390 0.908 0.374 -0.144
C 15.960698 28.207127 -23.667384 -0.615 0.945 0.112
H 18.362497 30.629762 -24.304289 0.197 0.081 0.167
H 19.097444 29.129584 -23.592168 0.108 0.134 -0.175
H 18.034341 30.070083 -21.665603 -0.197 -0.201 0.243
H 16.665481 30.639799 -22.643126 -0.077 -0.052 0.246
H 15.806917 28.757806 -21.563586 -0.105 -0.763 0.180
H 17.252555 27.716722 -22.004093 -0.279 -0.081 0.394
H 15.155622 28.939959 -23.770001 -0.071 -0.162 -0.399
H 15.573034 27.219864 -23.895778 0.275 -0.181 0.184
O 20.224757 37.399537 -15.150213 -0.075 0.081 0.220
S 20.687643 37.330038 -16.505962 -0.275 -0.162 -0.430
O 21.693234 38.234185 -16.984074 0.395 0.248 -0.014
C 21.178421 35.650370 -16.923702 0.583 -0.444 1.094
C 20.350711 35.200186 -18.117701 0.517 -0.444 -0.317
C 19.799729 36.433438 -18.798440 -0.715 1.307 -0.166
C 19.339046 37.357223 -17.670162 -0.978 -0.527 0.424
H 21.030240 35.015143 -16.048358 -0.374 0.179 0.025
H 22.266899 35.664254 -17.003672 -0.082 0.187 -0.670
H 20.936721 34.570349 -18.788458 0.041 0.108 -0.043
H 19.534110 34.568283 -17.764149 -0.122 0.143 0.015
H 18.944625 36.246570 -19.450356 0.086 -0.254 -0.013
H 20.503229 37.038234 -19.377151 0.374 -0.541 -0.075
H 18.495760 36.909344 -17.129778 0.079 -0.071 -0.036
H 19.005901 38.351366 -17.954818 0.486 0.170 -0.025
O 11.058879 33.973010 -14.999488 0.020 0.057 0.023
S 10.921965 34.475166 -16.340883 -0.028 -0.103 -0.363
O 10.805302 35.892070 -16.583941 0.079 0.160 0.142
C 12.226935 33.821735 -17.404020 -0.549 -0.495 1.224
C 11.520276 33.421947 -18.684016 0.743 0.870 -0.960
C 10.100054 32.908570 -18.391193 0.565 0.238 0.380
C 9.540163 33.694404 -17.201495 -0.102 0.301 -0.036
H 12.580893 32.977232 -16.805949 0.161 -0.113 -0.296
H 13.004948 34.579619 -17.414202 0.003 0.025 -0.402
H 11.485773 34.294807 -19.347611 -0.265 0.111 0.237
H 12.133859 32.739712 -19.277109 -0.218 -0.366 0.232
H 10.177447 31.849324 -18.151903 -0.338 -0.058 -0.103
H 9.475083 33.098210 -19.258719 -0.073 -0.448 -0.079
H 8.936815 33.116312 -16.507351 0.155 -0.087 0.073
H 8.966771 34.564567 -17.518510 -0.115 -0.110 -0.101
O 17.527776 24.242658 -16.090536 -0.033 -0.273 0.004
S 18.495885 25.217021 -16.513595 0.245 0.646 0.123
O 19.636299 24.825518 -17.301355 -0.112 -0.106 -0.253
C 17.618697 26.619260 -17.246620 -0.689 -1.140 0.146
C 18.291474 27.829156 -16.688500 0.483 1.289 0.268
C 18.606232 27.580894 -15.208340 -0.254 -0.055 0.799
C 19.108911 26.149423 -15.107742 1.378 -0.524 0.988
H 16.609710 26.457454 -16.857262 0.002 0.348 0.076
H 17.543257 26.472523 -18.321035 0.389 0.268 -0.067
H 19.229779 28.040469 -17.209638 -0.012 -0.209 -0.086
H 17.713423 28.749823 -16.763994 -0.253 -0.207 -0.275
H 17.762171 27.768226 -14.535909 -0.377 -0.337 -0.453
H 19.331968 28.289836 -14.805879 0.301 -0.114 -0.371
H 18.979394 25.554312 -14.198710 -1.026 0.330 -0.011
H 20.204839 26.126723 -15.100928 -0.052 0.120 -0.887
O 12.978511 32.276378 -22.054378 -0.461 -0.561 0.101
S 13.403827 32.269862 -23.429602 1.339 1.429 -1.116
O 14.491474 31.438028 -23.892907 -0.328 -0.524 0.691
C 12.101042 32.266036 -24.644354 -0.724 -0.554 0.081
C 11.432138 33.613349 -24.477225 0.198 0.897 0.601
C 12.563474 34.680326 -24.323395 0.341 -0.114 -0.134
C 13.845057 33.962743 -23.864025 0.230 -0.214 -0.548
H 11.434325 31.406750 -24.569550 0.032 0.035 0.337
H 12.603686 32.167589 -25.607035 0.204 0.120 0.068
H 10.774057 33.839789 -25.311721 0.006 0.010 -0.024
H 10.853176 33.687251 -23.555299 -0.212 -0.507 -0.111
H 12.345847 35.467904 -23.604477 -0.454 -0.085 -0.056
H 12.727461 35.163619 -25.286558 0.164 0.015 0.055
H 14.403668 34.420514 -23.051413 -0.242 0.019 0.221
H 14.544437 33.824318 -24.690748 -0.034 0.040 -0.003
C 14.899014 31.641165 -14.557026 0.747 -0.601 -0.662
C 15.180338 32.415906 -15.730720 0.030 -0.334 0.337
C 15.440303 33.690125 -15.313972 -0.256 0.619 -0.156
N 15.306618 33.734408 -13.958305 0.229 -0.890 0.494
C 15.053627 32.459834 -13.494081 -0.441 1.281 0.527
H 14.795222 30.570614 -14.493118 -0.271 0.011 -0.123
H 15.241973 32.051969 -16.742261 -0.080 -0.005 -0.022
H 15.652207 34.585634 -15.874429 0.047 -0.013 -0.030
H 15.432203 34.498703 -13.318743 0.064 0.243 -0.404
H 14.941411 32.336145 -12.431009 -0.030 -0.328 -0.012
C 17.194881 38.268749 -21.571090 -0.305 0.524 -0.137
C 15.878185 38.275319 -22.118490 0.014 -0.206 0.227
C 15.774628 37.181868 -22.932801 -0.092 -0.452 0.245
N 16.968902 36.510496 -22.910111 0.005 0.688 0.116
C 17.852860 37.211807 -22.115965 -0.031 -1.443 0.093
H 17.575874 38.981312 -20.859724 0.152 0.007 -0.050
H 15.075361 38.943999 -21.857657 0.045 0.103 -0.125
H 14.921727 36.740427 -23.413631 -0.095 0.179 -0.267
H 17.150283 35.625978 -23.350237 0.067 0.135 -0.070
H 18.787889 36.725219 -21.891928 0.253 0.434 -0.049
C 16.663193 34.039506 -20.324177 -1.122 -0.676 0.542
C 16.790378 32.715199 -19.515405 0.478 0.618 -0.765
C 15.574765 31.782245 -19.666482 0.212 0.552 0.664
C 15.906130 30.422807 -19.266749 0.136 -0.209 -0.215
N 16.199656 29.363046 -18.937852 -0.010 -0.064 0.046
H 15.855135 33.871451 -21.041193 0.188 0.345 -0.310
H 17.566356 34.347171 -20.840762 0.104 -0.089 0.057
H 16.325305 34.841495 -19.666804 0.093 0.156 -0.143
H 16.933839 32.980596 -18.469995 0.295 -0.404 0.095
H 17.658392 32.197700 -19.926043 0.109 -0.145 0.432
H 15.208069 31.829858 -20.689344 -0.254 -0.264 0.027
H 14.801500 32.088476 -18.955481 -0.284 0.209 -0.422
```
Positions in Å, forces in eV/Å.

Here are the Löwdin charges for atoms 1 to 6, given in e: O -0.329; S 0.657; O -0.317; C -0.218; C -0.229; C -0.206

***

The following is a DFT calculation (ωB97M-V with the def2-TZVPD basis set) of CH4F2P2 in the gas phase.

The charge is 0. As for the energy: -922.8658 hartree. Its HOMO energy is -10.042 eV. Its structure (SMILES) is FC(F)(P)P. The value obtained for the energy above the lowest of the compared OMol25 structures with the same formula, charge and spin is 72.43 kJ/mol. The value obtained for the frontier orbital gap is 11.00 eV. Its LUMO energy is 0.0353 Eh.

```
9
Properties=species:S:1:pos:R:3:forces:R:3
F 1.343608 0.880817 0.570118 0.709 0.433 1.138
C 0.392349 -0.064613 0.221653 -0.235 1.366 1.088
F 0.833011 -1.241719 0.720812 0.431 -0.808 -0.338
P 0.588506 0.139623 -1.603815 -0.701 -0.535 -0.203
P -1.056483 0.280854 1.476041 -0.080 -1.569 -0.622
H -0.356494 -0.864701 -1.757555 -0.456 -0.505 -0.781
H 1.669728 -0.787481 -1.665196 -0.131 0.206 0.099
H -2.203859 0.035803 0.659391 0.349 -0.078 0.044
H -1.210367 1.621417 1.378551 0.114 1.490 -0.425
```
Positions in Å, forces in eV/Å.

Here are the Löwdin charges for atoms 1 to 6, given in e: F -0.145; C -1.049; F -0.079; P 0.868; P 0.869; H -0.119

***

The following is a DFT calculation (ωB97M-V with the def2-TZVPD basis set) of C2H4OP2 in the gas phase.

The charge is 0. As for the energy: -836.4565 hartree. Its HOMO energy is -8.690 eV. Its structure (SMILES) is C#C[PH]#[PH]O. The value obtained for the energy above the lowest of the compared OMol25 structures with the same formula, charge and spin is 88.54 kJ/mol. The value obtained for the frontier orbital gap is 9.23 eV. Its LUMO energy is 0.0197 Eh.

```
9
Properties=species:S:1:pos:R:3:forces:R:3
C 2.602145 -0.438470 0.788156 0.961 -1.718 0.727
C 1.683901 0.182529 0.355428 -0.874 1.610 -0.419
P 0.446369 1.335828 -0.189180 -0.131 -0.545 -1.365
P -1.224280 -0.273825 -0.275017 0.006 0.551 -0.703
O -2.327785 -0.010298 0.920399 -2.265 0.460 -0.447
H 3.238538 -1.214816 1.163848 0.123 0.443 -0.098
H 0.785228 1.055681 -1.606832 -0.470 0.495 1.047
H -0.260952 -0.868885 0.495060 -0.025 -1.173 0.662
H -3.295801 0.053682 0.589232 2.675 -0.123 0.595
```
Positions in Å, forces in eV/Å.

Here are the Löwdin charges for atoms 1 to 6, given in e: C 0.014; C -0.596; P 0.596; P 0.600; O -0.494; H 0.027

***

The following is a DFT calculation (ωB97M-V with the def2-TZVPD basis set) of C5H6 in the gas phase.

The charge is 0. As for the energy: -193.8722 hartree. Its HOMO energy is -7.079 eV. Its structure (SMILES) is CC=C1C=C1. The value obtained for the energy above the lowest of the compared OMol25 structures with the same formula, charge and spin is 546.91 kJ/mol. The value obtained for the frontier orbital gap is 7.80 eV. Its LUMO energy is 0.0264 Eh.

```
11
Properties=species:S:1:pos:R:3:forces:R:3
C 0.488464 -1.044223 1.479205 0.745 -2.732 -2.861
C -0.126654 0.247868 1.032898 2.528 -1.586 -7.544
C -0.372523 0.344304 -0.689445 0.669 1.582 5.549
C -0.769358 1.403430 -1.583435 0.935 -1.131 0.135
C 0.215049 0.605966 -1.975398 -2.029 0.089 1.668
H 0.094428 -2.031787 0.936483 0.057 1.964 1.470
H 0.464247 -1.161348 2.513977 -0.788 -0.262 1.894
H 1.553298 -1.264737 1.307528 0.173 1.012 -0.471
H -0.938163 0.415113 1.601832 -3.268 1.212 1.338
H -1.370339 2.239937 -1.849870 -0.359 0.302 0.038
H 0.761552 0.245478 -2.773777 1.338 -0.450 -1.217
```
Positions in Å, forces in eV/Å.

Here are the Löwdin charges for atoms 1 to 6, given in e: C -0.230; C -0.072; C -0.062; C 0.013; C 0.020; H 0.105

***

The following is a DFT calculation (ωB97M-V with the def2-TZVPD basis set) of C3H7NO in the gas phase.

The charge is 0. As for the energy: -248.4835 hartree. Its HOMO energy is -9.596 eV. Its structure (SMILES) is CNC(C)=O. The value obtained for the energy above the lowest of the compared OMol25 structures with the same formula, charge and spin is 112.83 kJ/mol. The value obtained for the frontier orbital gap is 10.36 eV. Its LUMO energy is 0.0280 Eh.

```
12
Properties=species:S:1:pos:R:3:forces:R:3
C -0.922002 -1.205631 0.014882 0.046 0.286 -0.048
N 0.328126 -0.730742 0.563978 1.576 -1.363 -0.027
C 1.155389 0.248296 0.046225 -2.867 2.196 3.627
C 0.156986 1.436914 -0.416179 2.278 -0.585 -1.111
O 2.261892 0.435984 0.528584 -0.245 -0.373 -1.591
H -1.735698 -0.573947 0.378683 -0.200 -0.150 -0.183
H -0.887246 -1.181058 -1.076224 -0.229 -0.087 0.081
H -1.088970 -2.233007 0.345600 -0.022 0.172 -0.112
H 0.807291 -1.352750 1.214618 -0.103 0.147 -0.422
H -0.708438 1.592616 0.228343 0.193 -0.575 0.046
H -0.134840 1.222826 -1.444054 -0.324 0.370 -0.022
H 0.767511 2.340499 -0.384455 -0.103 -0.038 -0.239
```
Positions in Å, forces in eV/Å.

Here are the Löwdin charges for atoms 1 to 6, given in e: C -0.101; N -0.039; C -0.471; C -0.005; O 0.031; H 0.076